# C18H41N2P3RuS2

A structure of composition C18H41N2P3RuS2 at a distorted geometry (ωB97M-V with the def2-TZVPD basis set, OMol25).

Values from the calculation:
Spin multiplicity: 6
Energy above the lowest of the compared OMol25 structures with the same formula, charge and spin: 0.0 kJ/mol
E: -74400.621 eV
Total charge: +3
HOMO energy (alpha / beta): -14.04 / -16.94 eV

Each line ends with the Löwdin charge.
Element x y z (Å)
Ru 0.63560 -0.21037 0.30084  0.226
P 2.22235 -0.57246 -1.33505  0.689
P 0.89773 2.09316 -0.16488  0.679
P 0.02361 -2.46463 0.28572  0.682
H -6.32145 2.15722 0.09575  0.110
C -6.23982 1.22233 0.69915  0.090
C -5.78221 1.21978 1.93765  0.092
H -5.30176 2.11942 2.37072  0.092
C 1.45052 -0.70828 -2.99887  -0.214
C 3.60057 0.58408 -1.73518  -0.241
C 3.22314 -2.11080 -1.25043  -0.249
C -0.23970 3.25957 0.66122  -0.235
C 2.50569 2.87049 0.27313  -0.237
C 0.64533 2.51796 -1.93391  -0.230
C -1.54381 -2.92730 1.12562  -0.274
C 1.20044 -3.61341 1.09127  -0.229
C -0.21422 -3.20864 -1.37371  -0.244
H -6.73119 0.35689 0.21268  0.126
H -6.00895 0.42373 2.66747  0.124
H 2.23429 -0.96195 -3.72904  0.080
H 0.98414 0.24583 -3.27760  0.034
H 0.69440 -1.50036 -3.00391  0.019
H 4.37796 0.02628 -2.28065  0.070
H 4.05165 0.99226 -0.82375  0.023
H 3.25726 1.41921 -2.35869  0.043
H 3.94693 -2.07742 -2.08057  0.070
H 2.61583 -3.02287 -1.30280  0.024
H 3.78667 -2.11183 -0.30953  0.015
H 0.15265 4.27296 0.49545  0.071
H -0.26581 3.03400 1.73339  0.059
H -1.25990 3.17650 0.26172  0.034
H 3.18245 2.94981 -0.58836  0.049
H 3.00376 2.29924 1.07014  0.009
H 2.31372 3.88682 0.65019  0.066
H 0.38806 3.58282 -1.98636  0.071
H -0.18500 1.93425 -2.34892  0.044
H 1.54785 2.33394 -2.52601  0.031
H -1.71581 -4.00755 1.02055  0.071
H -2.39134 -2.38955 0.68550  0.024
H -1.48633 -2.67791 2.19191  0.043
H 0.74068 -4.60939 1.11843  0.075
H 1.41412 -3.28762 2.11485  0.029
H 2.14168 -3.67422 0.53934  0.031
H -0.74147 -4.16438 -1.25435  0.071
H 0.73708 -3.40234 -1.88145  0.038
H -0.83181 -2.54346 -1.98964  0.046
C -2.67110 0.71689 0.90797  -0.663
C -3.02887 0.19111 -0.35644  -0.074
C -3.56368 1.05407 -1.30823  -0.031
C -4.04863 2.29851 -0.92851  -0.043
C -3.89952 2.75171 0.38856  -0.058
C -3.21174 1.95652 1.29063  -0.156
S -1.36139 0.10356 1.82466  0.788
H -0.63497 0.72205 -0.18183  -0.054
H -2.71838 -0.81341 -0.61568  0.094
H -3.62738 0.72036 -2.33923  0.134
H -4.63157 2.85797 -1.66031  0.141
H -4.38090 3.65533 0.77569  0.156
H -3.11216 2.26949 2.32709  0.131
N 4.47714 -1.09072 1.43896  0.122
C 3.38287 -1.17669 2.23518  -0.805
N 3.38687 -2.13580 3.17890  0.139
S 2.09354 -0.06309 2.16625  0.656
H 5.31108 -1.61740 1.69673  0.148
H 4.61954 -0.23450 0.90421  0.108
H 2.71467 -2.13205 3.92362  0.121
H 4.18898 -2.76568 3.26275  0.151